(1)
115
Properties=species:S:1:pos:R:3 method="wB97M-V/def2-TZVPD" spin_multiplicity=2 total_charge=0 gap_ev="6.35 / 6.35" e_lumo_ev="-2.748 / -2.750" max_force_ev_per_a=9.88
C 6.464 -3.713 3.130
C 7.665 -2.615 2.824
O 6.985 -1.323 2.517
C 7.243 -0.945 1.091
C 6.152 0.236 0.737
O 5.636 0.763 2.010
C 4.174 0.932 1.989
C 3.503 -0.310 2.874
O 2.121 -0.474 2.386
C 1.945 -1.683 1.585
C 0.504 -1.908 0.848
C -0.456 -0.628 0.515
C -1.926 -0.870 -0.246
C -2.380 -2.420 -0.570
C -3.856 -2.478 -1.341
C -5.247 -1.989 -0.549
C -6.667 -2.019 -1.406
C -6.554 -2.509 -2.965
N -5.330 -2.968 -3.705
C -4.062 -2.921 -2.907
C -1.453 -3.764 -0.208
S -2.229 -5.397 -0.624
O -2.524 -5.612 -2.162
O -1.373 -6.675 -0.262
C -3.840 -5.785 0.340
F -4.058 -7.256 0.042
F -5.037 -5.130 -0.218
C -3.668 -5.718 1.960
F -2.239 -5.718 2.433
F -4.245 -6.989 2.541
C -4.386 -4.475 2.730
F -3.728 -4.414 4.092
F -3.973 -3.223 2.056
C -5.981 -4.625 3.034
F -6.549 -3.243 3.168
F -6.092 -5.221 4.418
F -6.743 -5.509 2.133
C 0.060 -3.487 0.468
P 1.222 -5.001 0.755
O 1.381 -5.641 -0.725
O 0.652 -6.141 1.937
O 2.873 -4.652 1.161
C -2.875 0.460 -0.611
O -3.473 0.669 -1.783
C -2.939 1.567 0.643
C -4.330 2.342 1.080
C -4.268 3.402 2.355
C -2.810 3.587 3.139
C -1.416 2.816 2.690
C 0.040 2.982 3.460
C 0.987 4.147 2.801
C -0.003 5.177 1.994
F 1.674 4.863 3.899
C -1.469 1.802 1.407
C -0.152 0.968 0.796
O 0.979 1.620 0.527
H 5.473 -3.469 2.522
H 6.881 -4.794 2.843
H 6.183 -3.628 4.273
H 8.342 -2.973 1.913
H 8.319 -2.413 3.791
H 7.056 -1.868 0.361
H 8.355 -0.570 0.989
H 6.754 1.082 0.164
H 5.342 -0.238 0.037
H 3.694 0.891 0.910
H 3.846 1.967 2.475
H 3.484 -0.066 4.039
H 4.128 -1.291 2.709
H 2.884 -1.828 0.878
H 2.016 -2.564 2.393
H -5.272 -1.609 0.557
H -7.702 -1.673 -0.968
H -7.574 -2.499 -3.586
H -3.066 -3.249 -3.480
H 0.899 -5.843 2.882
H 3.286 -3.955 0.565
H -5.344 2.161 0.483
H -5.248 3.989 2.670
H -2.780 4.312 4.063
H 0.588 1.931 3.319
H -0.101 3.084 4.640
H 1.793 3.696 2.064
H -0.904 5.569 2.667
H 0.643 6.145 1.758
H -0.359 4.770 0.946
C 0.410 5.655 -4.941
C 0.659 5.146 -3.493
C 2.107 4.596 -3.375
C 2.302 3.246 -4.056
C 1.265 2.234 -3.580
C -0.195 2.746 -3.701
N -0.379 4.122 -3.131
O -0.387 4.003 -1.728
C -0.634 2.732 -5.190
C -1.138 1.688 -3.037
C 0.557 6.441 -2.622
H 0.784 6.679 -5.079
H 0.916 5.061 -5.701
H -0.661 5.687 -5.174
H 2.381 4.492 -2.317
H 2.819 5.316 -3.802
H 2.256 3.352 -5.145
H 3.306 2.867 -3.831
H 1.387 1.304 -4.149
H 1.486 1.981 -2.534
H -1.621 3.193 -5.314
H -0.708 1.705 -5.568
H 0.064 3.232 -5.858
H -0.874 1.483 -1.994
H -1.079 0.726 -3.560
H -2.184 2.016 -3.069
H -0.450 6.872 -2.672
H 1.262 7.206 -2.971
H 0.804 6.265 -1.568

=====

(2)
103
Properties=species:S:1:pos:R:3 method="wB97M-V/def2-TZVPD" e_above_lowest_ev=0.8928 total_charge=-1 gap_ev=6.80 e_lumo_ev=2.090 max_force_ev_per_a=3.71
C 1.146 1.335 0.869
C -0.007 0.920 -0.034
O -0.373 -0.298 -0.074
O -0.614 1.762 -0.753
H 1.386 0.450 1.454
H 0.783 2.144 1.507
H 2.009 1.671 0.293
O 3.586 -2.123 -2.581
C 2.932 -2.537 -1.667
O 2.041 -3.519 -1.845
C 1.511 -3.936 -0.581
C 1.798 -2.822 0.406
C 3.012 -2.090 -0.207
H 1.978 -4.872 -0.268
H 0.434 -4.071 -0.657
H 2.110 -3.191 1.387
H 0.940 -2.180 0.615
H 3.948 -2.388 0.259
H 2.896 -1.010 -0.146
O -1.052 -2.241 -2.278
C -0.664 -3.324 -2.571
O -1.062 -4.454 -1.922
C -0.701 -5.640 -2.636
C -0.229 -5.114 -4.002
C 0.244 -3.704 -3.731
H -1.590 -6.259 -2.749
H 0.075 -6.186 -2.096
H -0.978 -5.182 -4.795
H 0.523 -5.780 -4.445
H 0.204 -2.963 -4.525
H 1.276 -3.638 -3.371
O -0.323 -2.324 4.915
C 0.513 -1.557 4.561
O 1.327 -1.864 3.541
C 2.260 -0.869 3.204
C 1.848 0.379 4.032
C 0.868 -0.179 5.078
H 2.437 -0.707 2.149
H 3.204 -1.281 3.587
H 1.320 1.072 3.375
H 2.751 0.841 4.426
H -0.033 0.424 5.136
H 1.387 -0.293 6.030
O 2.143 5.522 -5.033
C 1.599 5.270 -4.000
O 0.911 4.125 -3.824
C 0.195 4.114 -2.593
C 0.344 5.537 -2.020
C 1.612 6.038 -2.702
H 0.660 3.497 -1.826
H -0.861 3.879 -2.644
H 0.413 5.586 -0.936
H -0.516 6.142 -2.314
H 2.485 5.675 -2.152
H 1.654 7.107 -2.884
O -0.301 0.734 -3.708
C 0.869 0.723 -3.886
O 1.387 0.270 -5.073
C 2.797 0.122 -4.996
C 3.228 1.072 -3.888
C 2.021 1.033 -2.940
H 3.310 0.311 -5.936
H 2.999 -0.899 -4.655
H 3.362 2.099 -4.237
H 4.161 0.746 -3.429
H 1.785 1.936 -2.384
H 2.102 0.269 -2.168
O -2.044 7.355 0.963
C -2.206 6.175 0.818
O -2.319 5.590 -0.382
C -2.878 4.268 -0.259
C -2.446 3.831 1.112
C -2.465 5.142 1.944
H -2.446 3.574 -0.983
H -3.955 4.263 -0.439
H -1.456 3.378 1.162
H -3.134 3.110 1.560
H -1.668 5.159 2.680
H -3.441 5.268 2.406
O -3.006 -2.453 0.135
C -2.416 -3.173 0.877
O -2.417 -4.526 0.663
C -1.349 -5.175 1.389
C -0.447 -4.025 1.789
C -1.435 -2.882 2.000
H -0.803 -5.780 0.665
H -1.807 -5.729 2.206
H 0.281 -3.830 1.009
H 0.076 -4.245 2.724
H -0.984 -1.907 1.794
H -1.845 -2.843 3.007
O -3.343 0.676 0.923
C -3.306 0.560 2.102
O -4.405 0.306 2.846
C -4.122 0.289 4.246
C -2.580 0.350 4.405
C -2.117 0.782 3.011
H -4.585 -0.560 4.743
H -4.603 1.174 4.669
H -2.213 -0.619 4.739
H -2.375 1.101 5.169
H -1.249 0.225 2.665
H -1.973 1.864 2.985

=====

(3)
9
Properties=species:S:1:pos:R:3 method="wB97M-V/def2-TZVPD" e_above_lowest_ev=0.2584 total_charge=-1 gap_ev=8.57 e_lumo_ev=4.416 max_force_ev_per_a=0.53
N 1.088 -0.094 -0.622
C -0.202 0.059 -1.257
O -1.164 -0.461 -0.636
O -0.182 0.657 -2.350
H 1.876 0.291 -1.117
H 1.203 -0.213 0.367
H -1.160 -0.775 2.072
H -0.630 0.414 1.320
O -0.829 0.122 2.221

=====

(4)
8
Properties=species:S:1:pos:R:3 method="wB97M-V/def2-TZVPD" e_above_lowest_ev=3.8053 total_charge=0 gap_ev="5.68 / 5.66" e_lumo_ev="-3.920 / -3.925" max_force_ev_per_a=2.10
C -0.286 0.045 0.550
O -0.406 -0.846 -0.264
O 1.348 -0.161 -1.068
O -1.864 -0.926 1.341
O 1.341 1.061 -1.664
O 0.058 1.035 1.062
H 1.770 1.638 -0.999
H -1.961 -1.846 1.042